Entry 1:
ORCA calculation (ωB97M-V/def2-TZVPD) on a 2-piece molecular cluster, C3H8NO3 overall in a non-equilibrium geometry.

CARTESIAN COORDINATES (ANGSTROEM)
C -0.93 0.93 0.23
N -0.56 -0.42 0.61
C 0.75 -0.68 1.14
O 1.59 0.24 1.09
O 0.90 -1.88 1.50
C -2.09 0.94 -0.77
H -1.22 1.56 1.08
H 0.03 1.32 -0.11
H -1.28 -1.09 0.75
H -2.44 -0.09 -0.92
H -1.72 1.30 -1.74
H -2.91 1.58 -0.47
H 1.14 0.68 -2.02
H -0.18 0.54 -2.73
O 0.78 0.45 -2.89

- Kohn-Sham gap (hartree) = 0.284
- DFT total energy (eV) = -10875.106
- charge = -1

Formally, the Mulliken partial charges of the atoms, in units of the elementary charge, are as follows: C -0.228; N -0.139; C 0.506; O -0.735; O -0.798; C -1.084; H 0.222; H 0.250; H 0.182; H 0.345; H 0.158; H 0.332; H 0.367; H 0.315; O -0.694

Entry 2:
ORCA calculation (ωB97M-V/def2-TZVPD) on a single C3Cl3F3O molecule in a non-equilibrium geometry.

CARTESIAN COORDINATES (ANGSTROEM)
O 0.89 0.47 -2.18
C 0.98 0.54 -1.05
F 1.65 1.57 -0.43
C 0.29 -0.49 0.02
Cl -0.19 -1.88 -1.03
Cl 1.59 -1.07 1.05
C -1.00 0.13 0.75
F -1.49 1.05 -0.10
F -0.57 0.86 1.88
Cl -2.16 -1.20 1.08

- Kohn-Sham gap (hartree) = 0.434
- SMILES = O=C(F)C(Cl)(Cl)C(F)(F)Cl
- DFT total energy (eV) = -50877.452

Formally, the Mulliken partial charges of the atoms, in units of the elementary charge, are as follows: O -0.324; C 0.303; F -0.225; C 0.403; Cl -0.120; Cl -0.118; C 0.572; F -0.198; F -0.201; Cl -0.093

Taking the records one at a time from the top gives E_LUMO values of 0.13471 0.00730 Ha.
Taking the records one at a time from the top gives energy above the lowest of the compared OMol25 structures with the same formula, charge and spin values of 15.72 2.21 kcal per mole.